[1]
ORCA calculation (ωB97M-V/def2-TZVPD) on C46H48N3SbYb as an isolated structure.

Structure (XYZ):
```
99
Properties=species:S:1:pos:R:3:lowdin_spin:R:1
Yb 0.85379 -0.85226 -0.31234 0.00
N 1.62590 -3.65706 2.87287 0.00
N -0.04276 -1.67916 -2.66929 0.05
C 1.68113 2.04079 -1.30602 0.00
C 2.71084 1.15825 -0.89364 0.00
C 2.68390 1.09584 0.52958 0.00
C 3.60811 0.36332 1.40115 0.00
H 4.55751 0.14019 0.89317 0.00
H 3.14777 -0.73147 1.71001 0.00
H 3.79483 0.89471 2.34695 0.00
C 1.57685 1.87500 0.97496 0.00
C 1.32125 2.23097 2.38614 0.00
H 2.02911 3.00271 2.73933 0.00
H 1.43518 1.36951 3.05492 0.00
H 0.30835 2.62285 2.53857 0.00
C 0.95943 2.45031 -0.16076 0.00
C -0.12602 3.45343 -0.11295 0.00
H -1.03309 3.06164 0.36780 0.00
H -0.40519 3.79314 -1.11574 0.00
H 0.17830 4.34722 0.45323 0.00
C 3.75487 0.55107 -1.75369 0.00
H 4.72952 1.06200 -1.64664 0.00
H 3.47761 0.61268 -2.81518 0.00
H 3.92289 -0.51075 -1.51420 0.00
C 1.55350 2.61400 -2.66628 0.00
H 0.60500 3.14461 -2.79708 0.00
H 1.60784 1.83303 -3.43297 0.00
H 2.35677 3.33810 -2.88669 0.00
C 0.65279 -4.52361 3.08549 0.00
H 0.66619 -5.08093 4.02793 0.00
C -0.39972 -4.73582 2.16878 0.00
H -1.21929 -5.38442 2.45463 0.00
C -0.34882 -4.09030 0.93327 0.00
H -1.19155 -4.15739 0.22873 0.00
C 0.82041 -3.40367 0.57441 0.00
H 1.12518 -3.28720 -0.48745 0.00
C 1.81892 -3.11682 1.62621 0.00
C 2.87548 -2.19476 1.37138 0.00
H 3.69641 -2.58702 0.74236 0.00
C -0.47910 -0.86972 -3.62447 0.19
C 0.90040 -2.48295 -3.33084 0.02
H 1.24797 -3.42159 -2.90960 0.00
C 1.20479 -1.91748 -4.53856 0.02
H 1.84309 -2.24840 -5.33566 0.00
N 0.37790 -0.78595 -4.65114 0.03
C 0.40074 0.36246 -5.47175 0.02
C 1.42384 0.70086 -6.37777 0.00
C 1.26893 1.90561 -7.08167 0.01
H 2.03130 2.18821 -7.81732 0.00
C 0.20003 2.76789 -6.83401 0.00
C 0.07753 3.99844 -7.66152 0.00
H -0.43122 4.79184 -7.11546 0.00
H -0.49701 3.79813 -8.57077 0.00
H 1.06501 4.35269 -7.96609 0.00
C -0.72124 2.47117 -5.82004 0.03
H -1.54399 3.14449 -5.56541 0.00
C -0.58806 1.28501 -5.09441 0.04
C -1.35503 0.97830 -3.87802 0.49
H -1.50573 -0.39617 -3.68735 0.07
H -2.37877 1.36121 -3.92853 0.03
H -0.88406 1.36073 -2.95651 0.01
C 2.68684 -0.09437 -6.51968 0.00
H 2.53037 -1.07477 -7.00104 0.00
H 3.17693 -0.24660 -5.54101 0.00
H 3.40121 0.46861 -7.14038 0.00
C -4.45269 2.93716 4.49147 0.00
C -3.40617 3.38555 3.67439 0.00
C -2.59450 2.46558 2.99230 0.00
C -2.80963 1.09044 3.14239 0.00
C -3.87662 0.64354 3.93219 0.00
C -4.69108 1.56328 4.61303 0.00
Sb -1.37433 -0.29303 2.18806 0.00
C -0.11134 -0.50930 3.98513 0.00
C 1.20831 -0.93904 3.86125 0.00
C 2.01026 -1.16822 4.97474 0.00
C 1.52864 -0.85424 6.25296 0.00
C 0.21668 -0.38158 6.38931 0.00
C -0.60259 -0.21116 5.26097 0.00
C -2.67899 -1.99716 2.49691 0.00
C -2.60570 -2.78765 3.64632 0.00
C -3.52368 -3.82993 3.83546 0.00
C -4.52276 -4.06872 2.88549 0.00
C -4.59412 -3.27011 1.73661 0.00
C -3.66161 -2.24553 1.53315 0.00
H -5.07933 3.65541 5.02502 0.00
H -3.21679 4.45527 3.56338 0.00
H -1.79105 2.83908 2.35307 0.00
H -4.09056 -0.42270 4.03535 0.00
H -5.50895 1.19815 5.23733 0.00
H 1.65555 -1.14226 2.88381 0.00
H 3.00471 -1.59348 4.83179 0.00
H 2.17396 -0.97707 7.12517 0.00
H -0.18261 -0.14686 7.37834 0.00
H -1.62321 0.15779 5.38989 0.00
H -1.83192 -2.61317 4.39730 0.00
H -3.44880 -4.45120 4.73136 0.00
H -5.24182 -4.87590 3.03972 0.00
H -5.37637 -3.44133 0.99442 0.00
H -3.72276 -1.63197 0.63002 0.00
```

- total charge = -1
- HOMO (alpha / beta) (hartree) = -0.052 / -0.052
- ΔE to the lowest compared entry with this formula, charge and spin (kJ/mol) = 574.1
- expectation value of S² = 0.755
- frontier orbital gap (alpha / beta) (Eh) = 0.12675 / 0.12345
- energy (a.u.) = -3344.52320
- multiplicity = 2

=====

[2]
ORCA calculation (ωB97M-V/def2-TZVPD) on C46H49Br39FNO7P2 as an isolated structure.

Structure (XYZ):
```
145
Properties=species:S:1:pos:R:3:lowdin_charge:R:1
C 1.73690 -0.60701 4.52003 -0.10
C 1.45625 -1.97918 3.89150 -0.24
C 0.16129 -2.07177 3.02189 -0.14
C -0.36368 -0.77438 2.44905 -0.14
C 0.37437 0.01684 1.54567 -0.34
P 2.05206 -0.41903 0.93955 0.85
P 1.46029 -1.81798 -0.69428 0.26
O 2.38444 -1.65734 -1.97431 -0.76
O -0.05172 -1.38944 -1.04386 -0.23
O 1.42500 -3.32329 -0.12285 -0.22
C -0.15425 1.19844 1.01796 -0.15
C 0.58306 2.09853 0.02817 -0.39
O 0.76140 3.25348 0.29772 0.13
N 0.95716 1.49930 -1.22445 0.15
C 1.00216 2.42612 -2.31106 -0.50
O 0.33626 2.33547 -3.28106 0.18
F 1.89954 3.41051 -2.20212 0.14
C -1.42259 1.65024 1.36642 0.05
C -2.15322 0.87025 2.23688 -0.07
C -1.64665 -0.31446 2.76110 -0.02
C -2.60490 -1.06888 3.65287 -0.26
O -2.27386 -1.60737 4.68197 0.12
C -4.03694 -1.05616 3.15882 -0.01
C -4.86669 -2.17863 3.16018 -0.09
C -4.36496 -3.53919 3.63844 -0.06
C -3.85879 -4.26619 2.38428 -0.18
C -2.60477 -3.92314 1.91038 -0.03
C -2.05231 -4.46608 0.76295 -0.13
C -2.78510 -5.40939 0.05269 -0.20
C -4.04363 -5.78389 0.51768 -0.28
C -4.81172 -6.80889 -0.30514 -0.04
C -4.58351 -5.22246 1.67065 0.01
C -6.17540 -2.06920 2.66212 -0.17
C -7.13473 -3.23502 2.58272 -0.03
C -6.62692 -0.84480 2.17491 0.03
C -5.81823 0.28573 2.14834 -0.12
C -6.32319 1.60380 1.56582 -0.12
C -7.50106 1.41817 0.60017 -0.21
C -7.87373 2.69343 -0.17402 -0.39
C -8.53421 2.27169 -1.50037 -0.10
C -8.97702 3.45403 0.64773 -0.06
C -4.52896 0.15060 2.64129 -0.04
C -3.55421 1.28809 2.61339 -0.27
O -3.83978 2.43109 2.87145 0.14
H 1.73134 0.22443 3.81555 0.04
H 1.05221 -0.45435 5.35552 0.08
H 2.73877 -0.64295 4.96055 0.08
H 2.30984 -2.38065 3.34363 0.08
H 1.31148 -2.67399 4.72380 0.11
H 0.37355 -2.73040 2.16844 0.10
H -0.58139 -2.58466 3.61856 0.09
H 2.75406 -1.22075 1.84259 -0.06
H -0.35213 -1.75177 -1.89007 -0.02
H 0.58891 -3.73496 -0.38813 0.02
H 1.87696 1.05736 -1.16496 0.09
H -1.81357 2.57286 0.95594 0.14
H -5.13447 -4.10899 4.15339 0.11
H -3.50784 -3.43420 4.29671 0.11
H -2.02930 -3.19012 2.45657 0.08
H -1.07411 -4.10850 0.46250 0.08
H -2.35681 -5.81273 -0.85529 0.06
H -4.95318 -6.38015 -1.29901 0.07
H -5.78421 -6.99648 0.14885 0.08
H -4.21012 -7.71680 -0.39027 0.06
H -5.56683 -5.52746 2.00988 0.11
H -8.16170 -2.87972 2.65526 0.08
H -6.90843 -4.04317 3.27079 0.06
H -7.03315 -3.65941 1.57545 0.09
H -7.64042 -0.82989 1.79491 0.11
H -5.49263 1.99207 0.96550 0.12
H -6.51524 2.33541 2.35254 0.13
H -7.20926 0.64164 -0.11915 0.12
H -8.35556 1.01393 1.14845 0.11
H -7.02403 3.34453 -0.38042 0.13
H -8.92049 3.16651 -1.99768 0.07
H -7.83763 1.75582 -2.16578 0.07
H -9.40149 1.63263 -1.31076 0.08
H -8.60627 4.45154 0.88595 0.07
H -9.88058 3.53525 0.04154 0.06
H -9.24835 2.89929 1.54505 0.07
C 1.00034 4.55415 3.41970 -1.62
Br -0.08543 5.99873 2.76093 0.59
Br 2.47586 5.19675 4.47166 0.58
Br -0.05349 3.25619 4.37868 0.63
H 1.41549 4.05121 2.55668 -0.05
C 4.05840 8.20426 1.78715 -1.65
Br 5.40533 6.82811 1.79859 0.56
Br 3.69579 8.85759 3.56028 0.55
Br 4.50919 9.63371 0.57879 0.57
H 3.14604 7.75342 1.42218 -0.04
C 6.14784 -1.16228 -0.35260 -1.54
Br 4.20780 -1.22627 -0.52027 0.76
Br 6.77585 0.64469 -0.57605 0.58
Br 6.81064 -1.95738 1.28146 0.57
H 6.54185 -1.74834 -1.17118 -0.09
C 8.65541 -0.24083 -3.84418 -1.65
Br 8.03080 -2.04955 -3.58896 0.61
Br 10.23147 0.12324 -2.80474 0.54
Br 8.91510 0.16289 -5.70722 0.57
H 7.87733 0.41524 -3.48264 -0.14
C 14.22980 1.22725 -2.21495 -1.62
Br 14.07503 0.15140 -3.80124 0.58
Br 13.92980 3.09098 -2.57909 0.58
Br 13.07661 0.59441 -0.80170 0.56
H 15.24568 1.12803 -1.86049 -0.03
C -4.14492 -8.01745 -4.77214 -1.63
Br -5.19972 -6.64362 -5.61206 0.58
Br -2.81747 -7.27430 -3.59362 0.53
Br -5.24673 -9.30933 -3.86352 0.57
H -3.61807 -8.54109 -5.55671 -0.03
C 6.08694 3.41058 -5.60148 -1.64
Br 6.72281 2.81974 -3.88306 0.61
Br 5.03145 5.00867 -5.43880 0.57
Br 7.51811 3.61836 -6.87111 0.58
H 5.43716 2.63801 -5.97890 -0.12
C -1.00687 -9.22481 0.58644 -1.59
Br -1.07783 -7.36413 1.09751 0.75
Br -2.48996 -10.20747 1.31846 0.59
Br -0.87128 -9.43027 -1.32827 0.55
H -0.10507 -9.65114 1.00241 -0.03
C -1.94031 5.58892 7.06083 -1.66
Br -3.86183 5.52873 6.96778 0.57
Br -1.27697 7.39261 6.94435 0.56
Br -1.27356 4.68358 8.62444 0.56
H -1.56279 5.05553 6.19882 -0.09
C 1.77376 3.67383 -6.98879 -1.64
Br 2.39826 4.46778 -8.62671 0.58
Br -0.06766 3.14024 -7.10629 0.60
Br 2.90693 2.22185 -6.43355 0.63
H 1.83866 4.43567 -6.22286 -0.06
C 1.10903 -4.79142 -3.97350 -1.51
Br 0.86386 -3.07773 -3.08661 0.90
Br 0.54242 -6.25773 -2.84371 0.54
Br 0.27827 -4.87010 -5.71713 0.58
H 2.17372 -4.89736 -4.12572 -0.02
C 0.82187 8.03461 -8.10287 -1.66
Br 1.64036 9.55440 -8.95307 0.58
Br 1.64339 7.64409 -6.40609 0.56
Br -1.08313 8.24685 -7.93555 0.58
H 0.99384 7.17857 -8.74082 -0.07
C 13.47673 3.78693 1.79568 -1.66
Br 15.26799 4.49301 1.77027 0.56
Br 12.94162 3.26031 3.56828 0.57
Br 12.21898 5.00899 1.00478 0.56
H 13.47814 2.89460 1.18449 -0.09
```

- total charge = 0
- HOMO (hartree) = -0.328
- frontier orbital gap (Eh) = 0.28952
- energy (a.u.) = -103532.67410
- multiplicity = 1